(1)
Density functional theory data (ωB97M-V with the def2-TZVPD basis set) for a cluster of 2 separate species, C6H12O in total.

Structure (ORCA input):
```
! wB97M-V def2-TZVPD RIJCOSX def2/J DEFGRID3
* xyz 1 2
H 1.154 -0.913 -0.517
C 1.218 0.062 -1.001
C 0.453 1.078 1.120
C -1.637 -3.135 0.889
H 1.755 2.812 -1.154
C -1.427 -1.759 0.776
C 0.738 2.551 -0.851
H 0.597 0.132 1.629
H 0.613 0.000 -1.912
H -1.036 -0.332 -0.341
H 2.240 0.224 -1.348
H 0.188 2.512 -1.793
H -1.437 -3.628 1.831
C 0.743 1.215 -0.174
H -1.149 -1.139 1.625
H 0.319 3.324 -0.216
H 0.180 1.929 1.729
H -1.964 -3.746 0.059
O -1.548 -1.185 -0.352
*
```

energy relative to the best compared isomer or geometry (same formula, charge and spin): 95.9 kJ/mol
calculated total energy: -8454.0540 eV
maximum force: 0.76 eV Å⁻¹
HOMO energy (alpha / beta): -0.4941 / -0.4940 Eh

Atomic partial charges in e from the Löwdin method, atoms 1 to 2: atom 1 (H): 0.07, atom 2 (C): -0.07

***

(2)
Density functional theory data (ωB97M-V with the def2-TZVPD basis set) for the ion C5H12BFO2P with charge -1 at a distorted geometry.

Structure (ORCA input):
```
! wB97M-V def2-TZVPD RIJCOSX def2/J DEFGRID3
* xyz -1 1
H 2.480 0.321 1.369
O -0.121 -1.737 -0.559
H 2.008 2.039 -0.160
H -0.171 3.209 -0.080
H 3.614 -0.015 0.067
C -0.393 -0.664 0.289
C -1.895 -0.804 0.687
H 0.209 -0.695 1.200
H -2.561 -0.132 0.140
F -1.279 -3.573 -1.424
H -1.724 2.361 -0.027
H -2.070 -1.541 -1.767
C 1.858 1.047 -0.579
H 2.165 -0.972 0.199
H 2.284 1.015 -1.572
P 0.005 0.837 -0.735
C 2.557 0.032 0.327
H -0.585 2.152 1.296
O -2.215 -2.136 0.318
B -1.467 -2.259 -0.974
C -0.671 2.295 0.219
H -2.029 -0.779 1.766
*
```

energy relative to the best compared isomer or geometry (same formula, charge and spin): 0.0 kJ/mol
calculated total energy: -22161.0096 eV
maximum force: 1.56 eV Å⁻¹
HOMO energy: -0.1583 Eh

Atomic partial charges in e from the Löwdin method, atoms 1 to 2: atom 1 (H): 0.06, atom 2 (O): -0.09

***

(3)
Density functional theory data (ωB97M-V with the def2-TZVPD basis set) for a structure of composition C34H29As3OsS4.

Structure (ORCA input):
```
! wB97M-V def2-TZVPD RIJCOSX def2/J DEFGRID3
* xyz 0 1
H 0.519 -2.847 -2.786
As -3.100 -4.931 -1.404
H 2.133 0.249 6.369
C -1.240 1.001 1.040
C -0.245 3.983 -1.035
C 3.872 -2.314 1.388
H 0.292 1.409 -2.319
C 0.826 5.813 0.103
C -2.987 -0.367 -2.875
C 0.613 -0.421 -5.140
C 3.208 -1.032 -0.987
C -2.550 1.635 -1.574
C 4.870 -1.919 0.509
H 0.888 0.631 1.189
C 0.520 -1.853 -3.212
C 4.538 -1.280 -0.677
C -2.780 0.262 -1.656
H -1.090 1.370 2.057
S -0.795 -4.330 -1.042
H -0.577 -2.687 7.911
H 1.765 -2.386 1.773
H 5.908 -2.115 0.745
C 2.540 -2.070 1.084
C -2.800 1.765 -3.966
H 1.347 5.149 -1.870
H -3.143 -0.088 -4.995
H -1.635 4.484 2.005
C 0.821 -1.185 7.284
C -2.986 0.391 -4.037
C -0.141 -2.163 7.071
C 0.406 -0.733 -2.393
H 4.125 -2.820 2.310
As 0.354 -1.013 -0.493
C -0.013 5.620 1.190
S -3.405 -4.415 -3.362
C -0.969 4.615 1.159
H 0.688 -0.300 -6.213
H -2.821 2.360 -4.871
S -3.316 -3.069 0.102
H 0.069 6.259 2.060
H 1.407 -0.297 4.069
C -0.544 -2.475 5.784
C 2.207 -1.426 -0.104
H 5.315 -0.974 -1.366
H -1.834 0.093 1.163
H 0.459 1.487 -0.271
C 0.400 0.538 -2.946
C -1.089 3.775 0.052
H -2.461 3.465 -2.707
H -2.821 -0.332 -0.752
C 0.011 -1.801 4.695
S -3.773 -6.541 -0.359
C 0.619 -1.694 -4.585
H 0.486 1.685 -4.752
H 2.959 -0.540 -1.918
H 1.567 6.602 0.121
C 0.978 -0.816 4.916
H -3.144 -1.441 -2.917
Os -1.212 -2.727 0.330
As -2.427 2.363 0.229
C -0.745 -2.371 2.221
C 0.504 0.692 -4.323
H -1.289 -3.239 5.607
C 0.704 4.997 -1.012
H -0.333 3.368 -1.921
C 1.382 -0.513 6.205
H 0.695 -2.566 -5.221
C -2.590 2.389 -2.742
C -0.398 -2.109 3.359
H 1.135 -0.946 8.292
C 0.126 0.703 0.410
*
```

energy relative to the best compared isomer or geometry (same formula, charge and spin): 192.5 kJ/mol
calculated total energy: -264050.8124 eV
maximum force: 0.64 eV Å⁻¹
HOMO energy: -0.2982 Eh

Atomic partial charges in e from the Löwdin method, atoms 1 to 2: atom 1 (H): 0.04, atom 2 (As): -0.42

***

(4)
Density functional theory data (ωB97M-V with the def2-TZVPD basis set) for a structure of composition C7H22ClI2MnN2P2S at a distorted geometry.

Structure (ORCA input):
```
! wB97M-V def2-TZVPD RIJCOSX def2/J DEFGRID3
* xyz 2 5
H 2.766 1.572 2.324
P 0.924 2.166 0.863
H 2.702 -1.999 -2.046
H 0.119 3.364 2.832
H -1.935 -2.437 -1.359
H -0.282 3.890 -0.342
H 1.305 3.550 -1.060
C -0.959 -2.931 -1.346
H 0.689 -0.510 -3.839
I -1.438 1.472 -1.816
H 1.803 -3.386 -2.745
C 0.002 -1.307 -3.542
C 1.870 -2.692 -1.900
I 2.110 -1.241 1.328
Cl 2.251 0.873 -1.774
H -3.819 0.186 0.591
C 0.768 3.694 -0.120
C 2.627 2.277 1.503
H -1.187 2.477 1.996
H 0.165 -2.195 -4.161
H 1.201 4.530 0.439
N -3.650 -0.408 1.416
C -0.144 2.432 2.321
P 0.331 -1.719 -1.796
H -1.165 -1.966 3.121
Mn 0.452 0.162 -0.337
S -1.089 -0.389 0.812
H -0.022 1.592 3.010
H -0.762 -3.300 -0.336
C -2.338 -0.835 1.742
H -0.967 -3.771 -2.047
H 2.821 3.300 1.844
H -4.449 -0.687 2.003
H -1.021 -0.947 -3.656
H -2.905 -1.939 3.475
N -2.116 -1.651 2.878
H 3.313 2.013 0.694
H 2.028 -3.240 -0.971
*
```

calculated total energy: -100038.2364 eV
maximum force: 6.09 eV Å⁻¹
HOMO energy (alpha / beta): -0.5649 / -0.5615 Eh

Atomic partial charges in e from the Löwdin method, atoms 1 to 2: atom 1 (H): 0.01, atom 2 (P): 0.65

***

(5)
Density functional theory data (ωB97M-V with the def2-TZVPD basis set) for a structure of composition C25H35BrF3INO13 at a distorted geometry.

Structure (ORCA input):
```
! wB97M-V def2-TZVPD RIJCOSX def2/J DEFGRID3
* xyz -1 1
H 1.554 -5.648 3.382
O -0.488 0.676 -1.079
C -4.372 1.249 0.862
H 4.189 0.801 -5.257
H 2.689 2.650 -7.150
O -4.615 2.170 0.020
C 0.763 -0.768 -2.451
O 2.631 3.142 -4.396
C -0.883 -7.582 2.780
H 4.833 2.016 -6.406
H 0.467 -1.507 -3.193
C -2.202 -6.221 1.509
C -0.244 0.357 -2.373
H 0.935 2.924 -5.573
O -0.857 -6.616 1.832
C 2.211 -2.483 2.712
H -3.791 4.211 3.571
F -0.340 2.645 3.802
Br -5.421 1.840 3.474
C 0.346 -0.120 -0.217
O -0.113 -1.893 2.399
C 2.732 -3.905 2.837
H 1.218 0.476 0.067
H 2.531 -2.015 1.783
H -0.065 -2.088 -0.971
C 1.781 2.331 -5.229
C 4.028 1.780 -5.713
O 0.416 -3.923 3.218
O -4.581 0.054 0.602
H 2.701 4.713 -1.267
C 1.165 6.166 -1.861
C 1.712 4.757 -1.724
C 0.111 2.501 2.533
F 1.390 3.032 2.537
C -3.493 3.997 2.511
H 1.461 6.803 -1.025
H -3.096 -8.135 1.119
N -2.864 2.673 2.371
H 1.407 1.494 -4.636
O -0.589 4.708 -1.282
H -2.596 -7.465 4.044
H 2.328 0.951 -6.836
C -1.890 2.628 1.283
H -2.275 -6.012 0.443
O 4.847 3.282 -4.002
H 1.746 -4.470 4.698
C 0.723 -1.334 -1.042
F 0.275 1.176 2.258
O -0.587 3.208 1.606
C -3.818 1.563 2.309
H 0.786 4.210 0.169
C 2.664 1.880 -6.375
C 0.642 4.071 -0.901
O 0.103 -8.035 3.295
H 0.585 3.004 -1.114
O -0.737 0.924 -3.308
H 1.776 4.290 -2.708
H -4.397 4.154 1.879
H -1.731 1.611 0.855
C -2.310 -7.953 3.110
C 1.625 -4.587 3.617
I -2.778 -0.162 3.187
H -4.097 -7.108 2.148
H -2.319 3.236 0.442
O -1.177 6.716 -2.124
C 3.930 2.820 -4.621
C -0.328 5.933 -1.800
H 3.706 -3.977 3.320
H -2.424 -9.032 3.192
C -3.070 -7.393 1.921
H 1.451 6.622 -2.808
C 0.715 -2.692 2.728
H -2.440 -5.311 2.065
H -2.695 4.753 2.283
H 1.744 -0.351 -2.694
H 1.659 -1.796 -0.727
H -0.198 -0.393 0.678
H 2.493 -1.867 3.569
H 2.815 -4.353 1.843
*
```

calculated total energy: -140898.7309 eV
maximum force: 3.14 eV Å⁻¹
HOMO energy: -0.1696 Eh

Atomic partial charges in e from the Löwdin method, atoms 1 to 2: atom 1 (H): 0.11, atom 2 (O): 0.03

***

- The highest maximum force belongs to which entry?
  C7H22ClI2MnN2P2S

***

- What is the formula in the fifth record?
  C25H35BrF3INO13

***

- Which value of maximum force does entry 2 give?
  1.56 eV Å⁻¹